[1]
A cluster of 6 separate species, C17H40BClN7O14 in total, computed with ωB97M-V with the def2-TZVPD basis set.

Values from the calculation:
Frontier orbital gap: 6.4 eV
LUMO level: 1.57 eV
Total charge: -1
E: -2592.8421 Eh

Each line ends with the Löwdin charge.
Geometry (Å):
C 3.53 2.00 2.82  -0.119
C 3.73 1.59 1.23  -0.221
N 3.32 0.16 0.92  -0.125
C 1.93 0.14 0.30  -0.196
C 0.85 0.11 1.57  -0.063
B -0.63 -0.13 0.90  -0.829
O -0.78 -1.00 -0.29  -0.068
C -1.29 -2.28 0.27  -0.247
C -0.04 -3.22 0.75  -0.203
N 0.93 -3.55 -0.41  -0.048
C -2.31 -1.64 1.39  -0.605
Cl -2.72 -3.05 2.59  0.563
C -3.70 -1.10 0.66  -0.128
C -4.20 0.37 1.18  -0.131
C -5.04 1.25 0.06  -0.242
O -5.44 0.48 -1.13  -0.140
O -1.43 -0.64 2.06  -0.095
C 4.28 -0.38 -0.12  -0.312
C 4.27 0.22 -1.65  -0.039
O 5.18 -1.32 0.18  -0.062
H 3.38 1.06 3.52  0.090
H 2.65 2.76 3.01  0.060
H 4.53 2.57 3.14  0.071
H 4.90 1.64 1.02  0.130
H 3.11 2.36 0.60  0.080
H 1.85 -0.86 -0.32  0.115
H 1.69 1.04 -0.40  0.077
H 0.93 1.16 2.12  0.102
H 1.21 -0.73 2.30  0.104
H -1.06 0.96 0.78  0.086
H -1.99 -2.94 -0.42  0.165
H -0.42 -4.27 1.14  0.103
H 0.62 -2.78 1.61  0.119
H 0.92 -2.79 -1.12  0.039
H 1.91 -3.58 -0.04  0.063
H -3.52 -1.18 -0.50  0.129
H -4.54 -1.88 0.92  0.103
H -4.91 0.24 2.12  0.098
H -3.32 1.09 1.55  0.122
H -4.36 2.18 -0.24  0.077
H -5.99 1.71 0.57  0.120
H -5.46 1.16 -1.88  0.083
H 3.83 -0.57 -2.42  0.093
H 3.64 1.22 -1.63  0.080
H 5.37 0.46 -2.00  0.093
C -6.00 -3.11 3.93  0.021
N -7.12 -2.13 3.81  -0.423
O -6.88 -1.08 3.20  0.050
O -8.19 -2.44 4.33  0.031
H -5.12 -2.71 3.43  0.016
H -5.81 -3.26 5.00  0.102
H -6.33 -4.04 3.46  0.103
C -2.65 3.60 -3.23  0.042
N -3.43 3.34 -1.99  -0.386
O -2.80 2.94 -1.00  0.040
O -4.65 3.52 -2.05  0.043
H -1.60 3.40 -3.04  0.068
H -3.04 2.95 -4.01  0.106
H -2.80 4.66 -3.49  0.102
C 7.54 -3.14 -1.25  0.028
N 8.16 -4.11 -2.19  -0.431
O 9.38 -4.24 -2.14  0.037
O 7.39 -4.71 -2.95  0.044
H 8.32 -2.68 -0.64  0.097
H 7.02 -2.38 -1.85  0.093
H 6.83 -3.69 -0.62  0.102
C -0.19 4.54 0.26  0.057
N 0.94 3.60 0.02  -0.361
O 0.75 2.69 -0.79  0.045
O 1.98 3.81 0.66  0.019
H -1.04 4.24 -0.36  0.067
H -0.45 4.49 1.32  0.111
H 0.15 5.54 -0.01  0.099
C 0.94 0.06 -3.01  0.039
N 0.18 0.68 -4.12  -0.396
O 0.27 0.16 -5.24  0.054
O -0.51 1.67 -3.84  0.029
H 1.50 -0.80 -3.40  0.096
H 1.63 0.81 -2.62  0.070
H 0.23 -0.26 -2.25  0.093

[2]
A cluster of 2 separate species, C5H10O3 in total, computed with ωB97M-V with the def2-TZVPD basis set.

Values from the calculation:
Frontier orbital gap: 10.5 eV
LUMO level: 0.73 eV
SMILES string: C=CCCC(=O)O.O
Total charge: 0
E: -422.1868 Eh

Each line ends with the Löwdin charge.
Geometry (Å):
C -0.33 -1.36 -2.28  -0.015
C -0.20 -0.23 -1.56  -0.210
C -0.54 -0.09 -0.12  -0.231
C 0.34 -0.84 0.94  -0.087
C 1.46 0.02 1.38  -0.569
O 1.49 1.18 1.70  0.101
O 2.59 -0.68 1.40  0.097
H -0.79 -2.26 -1.75  0.082
H 0.32 -1.45 -3.23  0.084
H 0.43 0.57 -2.02  0.104
H -1.65 -0.29 0.01  0.123
H -0.68 0.91 0.37  0.113
H 0.76 -1.80 0.56  0.134
H -0.44 -1.01 1.68  0.126
H 3.20 -0.04 1.86  0.150
O -3.86 1.54 -1.23  -0.044
H -4.16 2.16 -1.84  -0.007
H -3.10 1.90 -0.73  0.048

Q: Which value of total charge does entry 2 give?
A: 0

Q: What is the E in the second record?
A: -422.1868 Eh

Please write out number 2 again, unchanged.
A cluster of 2 separate species, C5H10O3 in total, computed with ωB97M-V with the def2-TZVPD basis set.

Values from the calculation:
Frontier orbital gap: 10.5 eV
LUMO level: 0.73 eV
SMILES string: C=CCCC(=O)O.O
Total charge: 0
E: -422.1868 Eh

Each line ends with the Löwdin charge.
Geometry (Å):
C -0.33 -1.36 -2.28  -0.015
C -0.20 -0.23 -1.56  -0.210
C -0.54 -0.09 -0.12  -0.231
C 0.34 -0.84 0.94  -0.087
C 1.46 0.02 1.38  -0.569
O 1.49 1.18 1.70  0.101
O 2.59 -0.68 1.40  0.097
H -0.79 -2.26 -1.75  0.082
H 0.32 -1.45 -3.23  0.084
H 0.43 0.57 -2.02  0.104
H -1.65 -0.29 0.01  0.123
H -0.68 0.91 0.37  0.113
H 0.76 -1.80 0.56  0.134
H -0.44 -1.01 1.68  0.126
H 3.20 -0.04 1.86  0.150
O -3.86 1.54 -1.23  -0.044
H -4.16 2.16 -1.84  -0.007
H -3.10 1.90 -0.73  0.048

Copy entry 2 word for word.
A cluster of 2 separate species, C5H10O3 in total, computed with ωB97M-V with the def2-TZVPD basis set.

Values from the calculation:
Frontier orbital gap: 10.5 eV
LUMO level: 0.73 eV
SMILES string: C=CCCC(=O)O.O
Total charge: 0
E: -422.1868 Eh

Each line ends with the Löwdin charge.
Geometry (Å):
C -0.33 -1.36 -2.28  -0.015
C -0.20 -0.23 -1.56  -0.210
C -0.54 -0.09 -0.12  -0.231
C 0.34 -0.84 0.94  -0.087
C 1.46 0.02 1.38  -0.569
O 1.49 1.18 1.70  0.101
O 2.59 -0.68 1.40  0.097
H -0.79 -2.26 -1.75  0.082
H 0.32 -1.45 -3.23  0.084
H 0.43 0.57 -2.02  0.104
H -1.65 -0.29 0.01  0.123
H -0.68 0.91 0.37  0.113
H 0.76 -1.80 0.56  0.134
H -0.44 -1.01 1.68  0.126
H 3.20 -0.04 1.86  0.150
O -3.86 1.54 -1.23  -0.044
H -4.16 2.16 -1.84  -0.007
H -3.10 1.90 -0.73  0.048